C8H12N5O | wB97M-V/def2-TZVPD

The HOMO energy (spin up / spin down) comes out at -0.4226 / -0.4226 Eh. The value obtained for the energy relative to the best compared isomer or geometry (same formula, charge and spin) is 2.649 eV. For the gap between HOMO and LUMO (spin up / spin down), the calculation gives 0.27531 / 0.27540 Ha. The net charge is +1. The calculation puts the LUMO energy (spin up / spin down) at -4.009 / -4.006 eV. Its largest force on an atom is 0.0867 Eh/bohr.

Positions of all 26 atoms, in Å:
C 1.952 0.525 -1.580
C -1.596 0.080 -1.802
C -0.493 2.127 -1.201
C 0.057 0.631 1.409
C -1.011 -1.332 0.490
C 0.599 -0.370 2.372
C 0.264 -2.170 0.633
C -0.884 0.728 -0.789
N 1.979 -0.163 -0.683
N -2.142 -0.348 -2.726
N -0.673 0.159 0.401
N -1.352 2.701 -2.103
N 1.268 -1.435 1.565
O 0.478 2.785 -0.785
H 0.175 1.679 1.547
H 1.935 0.869 -2.525
H -1.411 -1.776 -0.487
H -1.648 -1.659 1.224
H 1.368 0.163 3.039
H -0.203 -1.007 2.926
H 0.004 -3.056 1.189
H 0.840 -2.345 -0.268
H -2.171 2.317 -2.550
H -1.081 3.688 -2.346
H 1.906 -0.854 0.906
H 1.840 -1.938 2.144

***

C23H29N5O2 | wB97M-V/def2-TZVPD

As for the structure (SMILES): O=C(CCc1nnc(CCc2ccccc2)o1)N1CCCC[C@@H]1CCn1cccn1. The HOMO energy comes out at -0.3236 Eh. The value obtained for the energy relative to the best compared isomer or geometry (same formula, charge and spin) is 0.602 eV. For the gap between HOMO and LUMO, the calculation gives 0.35402 Ha. The calculation puts the LUMO energy at 0.829 eV. Its largest force on an atom is 0.0278 Eh/bohr.

Positions of all 59 atoms, in Å:
O -1.620 -0.714 2.004
C -1.785 -0.995 0.826
C -0.697 -1.695 0.022
C 0.547 -1.913 0.882
C 1.777 -1.876 0.065
N 1.884 -1.624 -1.197
N 3.202 -1.652 -1.500
C 3.836 -1.924 -0.410
C 5.303 -1.997 -0.223
C 5.745 -0.949 0.816
C 5.104 0.379 0.512
C 4.054 0.851 1.289
C 3.421 2.039 0.972
C 3.828 2.769 -0.132
C 4.876 2.308 -0.910
C 5.509 1.121 -0.589
O 2.988 -2.087 0.633
N -2.928 -0.690 0.178
C -3.194 -0.907 -1.228
C -4.514 -1.653 -1.419
C -5.648 -0.880 -0.758
C -5.319 -0.683 0.717
C -3.969 0.016 0.915
C -4.024 1.508 0.558
C -2.753 2.259 0.959
N -1.658 1.978 0.067
C -0.376 1.735 0.399
C 0.320 1.565 -0.775
C -0.644 1.732 -1.775
N -1.830 1.984 -1.252
H -0.417 -1.068 -0.826
H -1.067 -2.647 -0.358
H 0.497 -2.857 1.429
H 0.600 -1.118 1.634
H 5.758 -1.800 -1.193
H 5.588 -2.997 0.111
H 5.446 -1.281 1.812
H 6.833 -0.864 0.791
H 3.727 0.281 2.149
H 2.604 2.394 1.583
H 3.326 3.691 -0.385
H 5.198 2.873 -1.772
H 6.325 0.765 -1.201
H -2.383 -1.475 -1.678
H -3.239 0.064 -1.735
H -4.702 -1.777 -2.486
H -4.439 -2.645 -0.968
H -5.770 0.087 -1.249
H -6.587 -1.427 -0.857
H -6.098 -0.101 1.210
H -5.274 -1.662 1.201
H -3.688 -0.064 1.972
H -4.176 1.651 -0.511
H -4.867 1.952 1.089
H -2.443 1.974 1.967
H -2.956 3.337 0.941
H -0.065 1.687 1.423
H 1.360 1.345 -0.901
H -0.523 1.676 -2.839

***

CH5O3PS | wB97M-V/def2-TZVPD

As for the structure (SMILES): COP(O)(O)=S. The HOMO energy comes out at -0.3449 Eh. The value obtained for the energy relative to the best compared isomer or geometry (same formula, charge and spin) is 0.000 eV. For the gap between HOMO and LUMO, the calculation gives 0.36631 Ha. The calculation puts the LUMO energy at 0.582 eV. Its largest force on an atom is 0.0503 Eh/bohr.

Positions of all 11 atoms, in Å:
C 0.962 1.142 -0.910
O 0.439 0.799 0.377
P -0.523 -0.470 0.522
O -1.142 -0.283 1.926
O 0.488 -1.703 0.790
S -1.832 -0.860 -0.889
H 0.898 2.218 -0.968
H 0.344 0.502 -1.687
H 2.013 0.925 -1.063
H -1.973 0.153 1.780
H 0.329 -2.423 0.122

***

C20H41N2O2 | wB97M-V/def2-TZVPD

As for the structure (SMILES): COCCCCCCCCCCCC[C@@H]1C[C@@H](CN)[N@H+](CC=O)C1. The HOMO energy comes out at -0.4438 Eh. The value obtained for the energy relative to the best compared isomer or geometry (same formula, charge and spin) is 3.092 eV. For the gap between HOMO and LUMO, the calculation gives 0.32428 Ha. The net charge is +1. The calculation puts the LUMO energy at -3.253 eV. Its largest force on an atom is 0.0938 Eh/bohr.

Positions of all 65 atoms, in Å:
C -3.248 4.054 2.580
O -2.546 3.345 3.635
C -1.210 2.969 3.225
C -1.067 1.368 2.985
C 0.438 0.910 2.683
C 0.811 -0.576 3.166
C -0.370 -1.650 3.063
C -0.555 -2.274 1.561
C -0.113 -3.812 1.621
C 0.239 -4.484 0.206
C 1.140 -3.540 -0.765
C 2.371 -2.848 -0.017
C 3.171 -1.756 -0.888
C 2.313 -1.034 -2.030
C 1.277 0.067 -1.422
C -0.316 -0.217 -1.675
C -1.088 1.079 -2.295
C -1.868 1.795 -1.090
N -1.058 2.843 -0.389
N 0.049 1.790 -2.951
C 0.110 1.851 -4.465
C -0.384 0.511 -5.186
O -1.438 0.567 -5.874
C 1.386 1.423 -2.325
H -2.584 4.776 1.992
H -4.031 4.714 3.114
H -3.844 3.332 1.917
H -0.519 3.208 4.114
H -0.833 3.580 2.333
H -1.392 0.856 3.956
H -1.722 1.065 2.101
H 0.753 1.058 1.579
H 1.121 1.627 3.283
H 1.182 -0.483 4.255
H 1.749 -0.885 2.564
H -0.053 -2.540 3.728
H -1.373 -1.301 3.480
H -1.653 -2.133 1.231
H 0.074 -1.616 0.875
H -1.024 -4.392 2.034
H 0.747 -4.019 2.349
H 0.719 -5.527 0.317
H -0.741 -4.669 -0.371
H 0.394 -2.795 -1.228
H 1.558 -4.193 -1.622
H 2.116 -2.375 0.988
H 3.128 -3.691 0.214
H 4.154 -2.212 -1.264
H 3.487 -0.925 -0.147
H 3.065 -0.412 -2.651
H 1.791 -1.736 -2.760
H 1.608 0.312 -0.358
H -0.252 -1.112 -2.404
H -0.924 -0.583 -0.768
H -1.948 0.683 -2.939
H -2.233 1.056 -0.286
H -2.834 2.253 -1.529
H -1.757 3.454 0.062
H -0.502 2.410 0.363
H -0.008 2.804 -2.713
H 1.178 2.079 -4.798
H -0.631 2.676 -4.784
H 0.160 -0.502 -5.070
H 2.299 1.560 -2.989
H 1.526 2.218 -1.518

***

C38H42BrF8NO6 | wB97M-V/def2-TZVPD

As for the structure (SMILES): CCCOC[C@@]1(COc2ccccc2)C(=O)NC(CCC)(CCC)[C@]1(Br)C(=O)C(F)(F)C(F)(F)C(F)(F)C(=O)O.Fc1ccccc1.Fc1ccccc1. The HOMO energy comes out at -0.3161 Eh. The value obtained for the energy relative to the best compared isomer or geometry (same formula, charge and spin) is 0.000 eV. For the gap between HOMO and LUMO, the calculation gives 0.26469 Ha. The calculation puts the LUMO energy at -1.398 eV. Its largest force on an atom is 0.1066 Eh/bohr.

Positions of all 96 atoms, in Å:
C -0.436 2.820 4.015
C 0.805 1.876 3.632
C 0.388 0.333 3.444
O 0.979 -0.147 2.214
C 0.235 0.357 1.052
C 0.184 -0.804 -0.105
C 1.560 -0.670 -0.899
O 2.611 0.051 -0.227
C 3.820 -0.692 -0.130
C 4.585 -1.405 -1.301
C 5.943 -2.148 -1.015
C 6.550 -2.154 0.424
C 5.802 -1.468 1.623
C 4.467 -0.757 1.303
C 0.087 -2.102 0.883
O 0.954 -2.951 1.175
N -1.316 -1.952 1.356
C -2.270 -1.510 0.251
C -3.344 -0.542 0.956
C -4.662 -0.289 0.015
C -4.970 1.275 -0.223
C -2.970 -2.910 -0.131
C -4.050 -3.423 0.975
C -4.313 -5.010 0.781
C -1.224 -0.849 -0.824
Br -1.507 1.114 -1.265
C -1.517 -1.477 -2.255
O -2.653 -1.157 -2.725
C -0.611 -2.379 -3.206
F -1.290 -2.461 -4.479
F 0.652 -1.776 -3.573
C -0.420 -3.905 -2.769
F -1.717 -4.521 -2.915
F -0.040 -4.110 -1.426
C 0.582 -4.769 -3.675
F 0.308 -4.756 -5.061
F 0.399 -6.139 -3.256
C 2.156 -4.471 -3.373
O 2.639 -4.888 -2.305
O 2.907 -3.706 -4.326
H -1.301 2.722 3.277
H -0.079 3.915 3.955
H -0.713 2.629 5.106
H 1.554 1.935 4.514
H 1.396 2.220 2.709
H 0.915 -0.251 4.295
H -0.727 0.115 3.561
H -0.820 0.578 1.476
H 0.628 1.354 0.666
H 1.888 -1.732 -1.224
H 1.330 -0.088 -1.876
H 4.140 -1.365 -2.347
H 6.470 -2.637 -1.905
H 7.548 -2.660 0.633
H 6.194 -1.435 2.691
H 3.924 -0.241 2.173
H -1.473 -2.899 1.733
H -3.683 -0.917 1.996
H -2.938 0.524 1.161
H -4.581 -0.842 -0.979
H -5.549 -0.695 0.637
H -6.043 1.328 -0.658
H -5.002 1.877 0.761
H -4.298 1.769 -1.007
H -3.529 -2.923 -1.125
H -2.149 -3.709 -0.146
H -5.047 -2.897 0.766
H -3.649 -3.262 2.031
H -5.293 -5.247 1.344
H -4.405 -5.219 -0.345
H -3.442 -5.615 1.233
H 3.355 -3.007 -3.779
F 8.920 2.183 -0.517
C 7.813 2.350 -1.258
C 6.629 1.750 -0.858
C 5.480 1.927 -1.623
C 5.532 2.696 -2.784
C 6.728 3.290 -3.178
C 7.874 3.121 -2.409
H 6.610 1.151 0.045
H 4.549 1.467 -1.315
H 4.637 2.831 -3.383
H 6.767 3.884 -4.085
H 8.811 3.583 -2.696
F -3.062 4.590 1.157
C -4.204 5.247 1.414
C -4.361 5.885 2.635
C -5.543 6.570 2.900
C -6.557 6.600 1.946
C -6.390 5.952 0.726
C -5.204 5.276 0.455
H -3.564 5.843 3.368
H -5.674 7.079 3.849
H -7.480 7.131 2.155
H -7.182 5.973 -0.015
H -5.053 4.773 -0.493

***

C43H36Cl2N6O4S4W | wB97M-V/def2-TZVPD

The HOMO energy (spin up / spin down) comes out at -0.4433 / -0.4433 Eh. The value obtained for the energy relative to the best compared isomer or geometry (same formula, charge and spin) is 0.000 eV. For the gap between HOMO and LUMO (spin up / spin down), the calculation gives 0.20502 / 0.19518 Ha. The net charge is +2. The calculation puts the LUMO energy (spin up / spin down) at -6.483 / -6.751 eV. Its largest force on an atom is 0.0613 Eh/bohr.

Positions of all 96 atoms, in Å:
W -1.111 -0.267 -0.498
C -3.575 -4.006 0.073
C -3.010 -4.885 -0.836
C -2.043 -4.471 -1.735
C -1.726 -3.110 -1.726
N -2.168 -2.241 -0.816
C -3.115 -2.701 0.049
C -0.876 -2.453 -2.761
C -0.284 -3.051 -3.888
C 0.256 -2.222 -4.881
C 0.007 -0.893 -4.857
C -0.503 -0.322 -3.642
N -0.870 -1.117 -2.630
C -0.882 1.068 -3.437
C -0.571 2.058 -4.346
C -1.070 3.372 -4.202
C -1.700 3.641 -3.017
C -1.845 2.635 -2.082
N -1.465 1.361 -2.267
H -4.398 -4.362 0.733
H -3.297 -5.871 -0.859
H -1.630 -5.183 -2.514
H -3.571 -1.969 0.748
H -0.267 -4.163 -4.116
H 0.704 -2.739 -5.770
H 0.290 -0.174 -5.601
H -0.111 1.716 -5.277
H -0.856 4.168 -4.900
H -2.085 4.630 -2.790
H -2.300 2.854 -1.131
O -5.323 -0.719 1.308
C -5.910 0.440 0.889
C -7.290 0.684 0.906
C -7.718 1.948 0.511
C -6.840 2.828 -0.036
C -5.489 2.580 -0.043
C -5.006 1.384 0.375
C -3.557 1.088 0.317
O -3.113 0.073 -0.400
N -2.737 1.946 0.861
N -1.463 1.426 0.799
C -0.697 1.860 1.790
S 0.820 1.125 2.187
C 1.536 2.421 3.252
C 0.283 3.065 3.955
S -1.185 3.189 2.832
H -6.044 -1.320 1.536
H -7.898 -0.028 1.425
H -8.798 1.960 0.413
H -7.229 3.662 -0.624
H -4.889 3.143 -0.708
H 2.041 3.122 2.622
H 2.185 1.935 3.978
H 0.404 4.083 4.335
H 0.033 2.320 4.755
C -1.015 -3.049 3.399
C -0.713 -2.395 2.087
S -1.373 -0.925 1.717
C 0.189 -2.975 1.175
C 0.717 -4.372 1.341
S 0.589 -2.075 -0.174
H -0.128 -3.435 3.754
H -1.651 -3.946 3.307
H -1.427 -2.345 4.163
H 1.269 -4.798 0.450
H -0.154 -5.058 1.401
H 1.171 -4.556 2.282
Cl 5.059 3.004 1.816
C 4.912 1.583 2.788
C 5.309 1.554 4.105
C 5.026 0.469 4.934
C 4.514 -0.667 4.280
C 4.225 -0.688 2.939
Cl 3.766 -2.252 2.168
C 4.412 0.417 2.096
N 4.012 0.403 0.792
C 4.798 0.836 -0.317
C 6.165 0.669 -0.372
C 6.895 1.112 -1.499
C 6.153 1.476 -2.614
C 4.763 1.695 -2.545
C 4.076 1.384 -1.404
C 2.656 1.749 -1.303
C 1.789 0.523 -1.485
O 1.943 -0.507 -2.076
O 0.547 0.679 -0.880
H 5.796 2.405 4.537
H 5.287 0.584 6.009
H 4.367 -1.645 4.732
H 3.421 -0.424 0.663
H 6.748 0.355 0.453
H 7.971 1.148 -1.451
H 6.727 1.800 -3.494
H 4.293 2.148 -3.463
H 2.427 2.411 -2.197
H 2.425 2.194 -0.373

***

Please write out number 3 again, unchanged.
CH5O3PS | wB97M-V/def2-TZVPD

As for the structure (SMILES): COP(O)(O)=S. The HOMO energy comes out at -0.3449 Eh. The value obtained for the energy relative to the best compared isomer or geometry (same formula, charge and spin) is 0.000 eV. For the gap between HOMO and LUMO, the calculation gives 0.36631 Ha. The calculation puts the LUMO energy at 0.582 eV. Its largest force on an atom is 0.0503 Eh/bohr.

Positions of all 11 atoms, in Å:
C 0.962 1.142 -0.910
O 0.439 0.799 0.377
P -0.523 -0.470 0.522
O -1.142 -0.283 1.926
O 0.488 -1.703 0.790
S -1.832 -0.860 -0.889
H 0.898 2.218 -0.968
H 0.344 0.502 -1.687
H 2.013 0.925 -1.063
H -1.973 0.153 1.780
H 0.329 -2.423 0.122

***

- Among the records above, which one has the highest energy relative to the best compared isomer or geometry (same formula, charge and spin)?
  C20H41N2O2

***

Repeat the first record exactly.
C8H12N5O | wB97M-V/def2-TZVPD

The HOMO energy (spin up / spin down) comes out at -0.4226 / -0.4226 Eh. The value obtained for the energy relative to the best compared isomer or geometry (same formula, charge and spin) is 2.649 eV. For the gap between HOMO and LUMO (spin up / spin down), the calculation gives 0.27531 / 0.27540 Ha. The net charge is +1. The calculation puts the LUMO energy (spin up / spin down) at -4.009 / -4.006 eV. Its largest force on an atom is 0.0867 Eh/bohr.

Positions of all 26 atoms, in Å:
C 1.952 0.525 -1.580
C -1.596 0.080 -1.802
C -0.493 2.127 -1.201
C 0.057 0.631 1.409
C -1.011 -1.332 0.490
C 0.599 -0.370 2.372
C 0.264 -2.170 0.633
C -0.884 0.728 -0.789
N 1.979 -0.163 -0.683
N -2.142 -0.348 -2.726
N -0.673 0.159 0.401
N -1.352 2.701 -2.103
N 1.268 -1.435 1.565
O 0.478 2.785 -0.785
H 0.175 1.679 1.547
H 1.935 0.869 -2.525
H -1.411 -1.776 -0.487
H -1.648 -1.659 1.224
H 1.368 0.163 3.039
H -0.203 -1.007 2.926
H 0.004 -3.056 1.189
H 0.840 -2.345 -0.268
H -2.171 2.317 -2.550
H -1.081 3.688 -2.346
H 1.906 -0.854 0.906
H 1.840 -1.938 2.144

***

- The highest largest force on an atom belongs to which entry?
  C38H42BrF8NO6